Entry 1:
{
  "formula": "C30H50BrHfN2O3P",
  "method": "wB97M-V/def2-TZVPD",
  "homo_ev": -17.45,
  "gap_ev": 2.65,
  "total_charge": 4,
  "spin_multiplicity": 1,
  "relative_energy_kj_mol": 2007.0,
  "energy_ev": -121612.380,
  "elements": ["C", "C", "C", "C", "C", "C", "C", "C", "C", "P", "C", "C", "C", "C", "C", "O", "N", "C", "C", "N", "C", "C", "O", "Br", "C", "C", "O", "C", "C", "C", "C", "C", "C", "C", "C", "C", "C", "H", "H", "H", "H", "H", "H", "H", "H", "H", "H", "H", "H", "H", "H", "H", "H", "H", "H", "H", "H", "H", "H", "H", "H", "H", "H", "H", "H", "H", "H", "H", "H", "H", "H", "H", "H", "H", "H", "H", "H", "H", "H", "H", "H", "H", "H", "H", "H", "H", "H", "Hf"],
  "xyz": [[0.19858, -5.66845, -0.36224], [-1.35704, -5.70712, 0.16108], [-1.55090, -6.18090, 1.72028], [-1.03884, -5.09831, 2.84150], [-2.23485, -4.20630, 3.52324], [-1.81986, -2.63071, 3.82166], [-2.14213, -1.62702, 2.52317], [-1.22097, -0.25588, 2.54094], [-0.42530, 0.00765, 1.09355], [-1.84747, 0.14372, -0.17122], [-3.43282, 0.91377, 0.56034], [-3.25898, 2.43133, 1.16054], [-2.16885, -1.47734, -1.12224], [-1.61818, -1.28866, -2.66740], [0.61778, -1.23882, 0.88903], [0.44939, -2.55012, 0.71108], [2.11772, -0.88345, 0.95812], [2.08928, 0.52329, 1.56195], [2.26533, 0.15829, 3.17928], [3.70216, -0.06491, 3.59621], [3.51956, 1.13626, 1.05567], [3.88699, 2.60972, 1.75677], [3.12269, 3.21978, 2.66666], [5.59230, 3.50181, 1.10520], [0.67702, 1.26210, 1.19776], [0.51793, 2.16040, -0.16035], [1.51555, 3.22716, -0.33457], [1.71241, 3.27739, -1.82169], [3.08561, 2.75524, -2.58252], [3.24990, 2.78087, -4.24662], [4.59607, 2.22185, -5.03738], [2.04545, 3.37001, -5.24641], [0.67967, 3.88980, -4.49586], [0.51291, 3.84054, -2.84252], [-0.97019, 4.36672, -2.27891], [-2.03247, 3.14880, -2.70700], [-1.26275, 5.78401, -3.05986], [0.40050, -4.74870, -1.09506], [0.95980, -5.54898, 0.53085], [0.51837, -6.62690, -0.99242], [-1.94417, -4.70591, -0.02759], [-1.90755, -6.52972, -0.50486], [-0.92389, -7.17940, 1.88628], [-2.68707, -6.50184, 1.83515], [-0.20121, -4.36298, 2.47276], [-0.53792, -5.74039, 3.71436], [-3.28448, -4.30106, 2.96210], [-2.42972, -4.68483, 4.59948], [-0.69403, -2.60545, 4.14229], [-2.53045, -2.28672, 4.71676], [-3.30775, -1.38995, 2.62054], [-2.00116, -2.29233, 1.57101], [-0.45400, -0.40407, 3.44402], [-1.86137, 0.70137, 2.85522], [-3.97061, 0.27737, 1.38184], [-4.20839, 1.00415, -0.34248], [-3.65573, 3.26161, 0.39975], [-3.86168, 2.58567, 2.17944], [-2.13130, 2.71676, 1.42152], [-3.35421, -1.58073, -1.21904], [-1.80687, -2.45625, -0.59413], [-0.46457, -1.08628, -2.73516], [-2.17452, -0.32293, -3.09550], [-1.95270, -2.18673, -3.37792], [2.67392, -1.58280, 1.53709], [1.67971, -0.84865, 3.44019], [1.77411, 1.02994, 3.82368], [3.74450, -1.05534, 3.95952], [3.96968, 0.60997, 4.37391], [3.38242, 1.39213, -0.10231], [4.42587, 0.38000, 1.09690], [0.38202, 1.79920, 2.21351], [-0.53644, 2.71399, -0.07245], [0.56779, 1.44531, -1.10846], [3.99585, 2.31192, -1.99443], [5.27350, 3.11538, -5.38329], [4.18113, 1.72732, -6.04126], [5.15983, 1.36720, -4.47043], [2.19424, 3.35612, -6.40928], [-0.19419, 4.28461, -5.18835], [-0.95502, 4.57595, -1.12653], [-2.93164, 3.57635, -3.33090], [-2.47316, 2.58125, -1.78202], [-1.47318, 2.38667, -3.43532], [-1.95605, 5.58448, -4.00189], [-0.25997, 6.30546, -3.44333], [-1.77321, 6.59655, -2.35120], [1.84228, -4.51032, 1.56020]],
  "forces_ev_per_a": [[-1.358, 0.772, -1.874], [-0.801, -0.830, -0.111], [0.700, -0.795, -0.640], [-1.086, -1.719, 1.092], [-0.322, 0.318, 1.158], [-1.154, -0.187, -0.102], [-0.580, -0.850, 0.808], [0.122, -0.599, 1.472], [1.281, -1.253, 1.456], [-0.245, 0.169, -0.951], [-1.712, 0.616, 0.538], [0.336, 1.121, 0.382], [-1.231, -0.881, -0.865], [-0.757, 0.588, -0.437], [3.819, -3.538, -0.124], [-0.109, 3.246, 1.186], [-5.647, 0.871, 0.364], [2.756, -0.976, 1.253], [-1.147, 1.025, 1.396], [-1.441, -0.414, 0.777], [-0.235, 1.794, -1.322], [-3.822, 2.259, 4.254], [4.924, -4.416, -6.211], [-1.974, -1.159, 0.620], [-0.398, -0.759, 1.170], [-1.338, -0.454, 0.184], [0.390, -0.833, -4.762], [2.912, -0.971, -2.423], [-3.281, 1.256, -0.489], [-0.918, 0.622, 0.524], [-1.886, -0.556, -0.170], [-2.906, 0.772, 4.843], [4.446, -1.879, -0.830], [-0.448, -0.160, -0.437], [1.152, 0.125, -0.778], [0.047, -0.324, -0.539], [-0.019, 0.766, -0.593], [-0.310, -1.710, 1.703], [-2.153, -2.348, -2.435], [-0.398, 1.901, 1.965], [1.495, -1.797, 0.369], [1.316, 1.817, 1.383], [-1.377, 2.042, -0.468], [2.447, 0.993, 0.114], [-0.868, -0.466, -0.109], [-0.935, 1.555, -1.863], [2.536, 0.290, 0.901], [0.463, 0.936, -2.440], [-2.049, 0.121, -0.496], [1.943, -0.643, -1.845], [2.665, -0.373, -0.384], [-0.123, 1.528, 1.595], [-1.438, 0.496, -2.131], [1.450, -2.043, -1.087], [1.148, 0.901, -1.640], [1.846, -0.507, 1.758], [0.888, -1.972, 1.657], [1.263, -0.540, -2.385], [-2.333, -0.703, -0.566], [2.497, 0.316, 0.383], [-0.417, 1.992, -0.980], [-2.201, -0.577, 0.209], [1.302, -2.092, 0.879], [0.904, 1.872, 1.786], [-1.000, 1.343, -1.042], [0.856, 2.181, -0.799], [1.047, -1.837, -1.389], [0.326, 1.888, -0.157], [-0.402, -1.336, -1.370], [0.314, -0.497, 2.468], [-2.038, 1.692, 0.381], [0.661, -0.467, -2.506], [2.129, -1.543, -0.328], [-0.386, 1.273, 1.998], [-1.960, 1.131, -1.122], [-1.220, -1.473, 0.917], [0.791, 1.166, 2.067], [-0.989, 2.060, -0.758], [-0.384, 0.126, 2.482], [1.873, -0.855, 1.872], [0.265, -0.690, -2.249], [1.867, -0.547, 1.280], [1.118, 1.178, -1.833], [-1.286, 1.409, 1.644], [1.470, 0.502, 2.060], [-2.121, -1.186, 0.870], [1.030, -2.065, -1.454], [0.412, 2.795, 1.278]]
}

***

Entry 2:
{
  "formula": "C35H41BO5S",
  "method": "wB97M-V/def2-TZVPD",
  "homo_ev": -7.03,
  "gap_ev": 7.57,
  "total_charge": 0,
  "spin_multiplicity": 1,
  "relative_energy_kj_mol": 0.0,
  "energy_ev": -58709.624,
  "elements": ["C", "O", "C", "C", "C", "C", "C", "C", "C", "C", "C", "C", "C", "O", "C", "C", "C", "C", "C", "H", "H", "H", "H", "H", "H", "H", "H", "H", "H", "H", "H", "H", "H", "H", "H", "H", "C", "O", "C", "C", "C", "C", "B", "C", "C", "C", "C", "C", "S", "O", "C", "C", "C", "C", "C", "C", "O", "C", "C", "H", "H", "H", "H", "H", "H", "H", "H", "H", "H", "H", "H", "H", "H", "H", "H", "H", "H", "H", "H", "H", "H", "H", "H"],
  "xyz": [[-5.98744, 1.95945, 0.53526], [-5.82340, 0.52440, 0.49121], [-4.56798, 0.02580, 0.63238], [-4.44833, -1.38289, 0.74566], [-3.36283, -1.91673, 1.37206], [-2.28841, -1.09814, 1.78302], [-1.20332, -1.65194, 2.69338], [0.11104, -0.99747, 2.51848], [1.05891, -1.41544, 1.65205], [2.30594, -0.72654, 1.39769], [3.42760, -1.47688, 0.97655], [4.63772, -0.87533, 0.74810], [4.75465, 0.53197, 0.85036], [5.95344, 1.05822, 0.49406], [6.11466, 2.49082, 0.53626], [3.64768, 1.30641, 1.28227], [2.44924, 0.66869, 1.57693], [-2.32490, 0.28025, 1.47203], [-3.43043, 0.83389, 0.85718], [-7.05660, 2.09340, 0.37703], [-5.69861, 2.37192, 1.51423], [-5.40742, 2.46082, -0.25225], [-5.27753, -2.00059, 0.39669], [-3.32003, -2.99036, 1.57495], [-1.15112, -2.74113, 2.68387], [0.30370, -0.10812, 3.12133], [0.90696, -2.37661, 1.15559], [3.32912, -2.55501, 0.84147], [5.51857, -1.44560, 0.46447], [7.16389, 2.64075, 0.27976], [5.46641, 2.98278, -0.20652], [5.90723, 2.88563, 1.54335], [3.72674, 2.39119, 1.37643], [1.59322, 1.25529, 1.91542], [-1.47826, 0.90359, 1.75054], [-3.44583, 1.89404, 0.60854], [5.04026, -4.18814, 3.50144], [3.77815, -4.47732, 2.83950], [2.63211, -3.96023, 3.35712], [1.44303, -4.69255, 3.11682], [0.44486, -4.59894, 4.05704], [0.53143, -3.64863, 5.09426], [-2.08601, -1.05326, 3.83912], [-0.30653, -3.78154, 6.23959], [-0.20168, -3.03345, 7.41708], [-0.85901, -3.64382, 8.51499], [-1.48599, -4.83744, 8.16154], [-2.00647, -5.85878, 9.09245], [-1.41713, -5.11325, 6.45550], [-1.80008, 0.03677, 4.58314], [-2.92667, 0.14635, 5.49425], [-2.31137, 0.21610, 6.88660], [-3.56859, 1.46783, 5.09637], [-3.84232, -1.14459, 5.22023], [-3.95832, -2.15235, 6.35637], [-5.21198, -0.85812, 4.61369], [-3.13102, -1.86216, 4.19800], [1.57075, -2.68542, 5.08782], [2.62176, -2.81430, 4.18899], [5.72609, -4.91996, 3.07540], [5.36989, -3.16800, 3.25917], [4.98412, -4.30348, 4.59244], [1.39835, -5.42305, 2.30939], [-0.39423, -5.29448, 4.04513], [0.41885, -2.14234, 7.48706], [-0.82999, -3.25774, 9.53047], [-1.66657, -5.63122, 10.11108], [-3.10409, -5.87258, 9.06933], [-1.63682, -6.85544, 8.80889], [-3.07863, 0.32896, 7.66021], [-1.71252, -0.67570, 7.11964], [-1.64438, 1.08649, 6.92317], [-4.47363, 1.66935, 5.67575], [-2.84648, 2.26884, 5.29401], [-3.78830, 1.48956, 4.01823], [-4.53662, -1.74951, 7.19515], [-4.46145, -3.05091, 5.97659], [-2.96308, -2.46877, 6.69288], [-5.88790, -0.39693, 5.34407], [-5.13456, -0.21634, 3.72368], [-5.64872, -1.80840, 4.27995], [1.57722, -1.89063, 5.82994], [3.44392, -2.09686, 4.16182]],
  "forces_ev_per_a": [[0.059, -0.724, -0.078], [-0.001, 0.710, -0.647], [0.924, -0.019, 0.721], [-1.043, 0.987, -0.253], [1.082, -0.066, -0.049], [-0.111, 0.372, -1.305], [-0.386, 0.845, 0.004], [1.208, -0.070, -0.883], [-1.445, -0.044, 0.993], [0.963, 0.547, -0.016], [-0.702, 0.185, 0.240], [0.509, 1.083, -0.106], [-0.921, -0.070, 0.268], [0.177, 0.677, 0.092], [-0.113, -0.706, 0.012], [0.822, -0.419, -0.232], [-0.062, -0.842, -0.225], [0.420, -1.325, 0.024], [-1.255, -0.076, -0.140], [0.151, 0.196, -0.026], [0.001, -0.232, -0.204], [-0.226, -0.148, 0.128], [0.129, 0.175, 0.306], [0.019, 0.357, -0.102], [-0.179, 0.117, -0.078], [-0.015, -0.059, -0.163], [0.005, 0.234, -0.076], [-0.008, 0.236, 0.096], [-0.150, 0.103, -0.062], [-0.184, 0.150, 0.051], [0.160, -0.155, 0.247], [0.084, -0.110, -0.303], [-0.027, -0.395, -0.041], [0.236, -0.158, -0.171], [-0.149, -0.066, -0.136], [-0.060, -0.228, 0.264], [-0.711, 0.243, -0.593], [0.588, 0.254, -0.174], [-0.159, 0.330, 0.406], [1.027, 0.052, 0.237], [-0.100, 0.814, 0.262], [0.808, 0.227, -1.108], [1.600, -2.573, 0.051], [-0.947, 0.991, 2.104], [-0.111, -0.824, -1.033], [-0.612, -1.118, -0.564], [0.781, 1.584, 0.298], [-0.619, -0.339, 0.177], [0.942, 0.383, 0.577], [-0.641, -0.266, 0.128], [-0.055, 0.284, 0.187], [-0.066, -0.023, 0.183], [-0.152, 0.195, 0.147], [-0.085, -0.412, -0.174], [0.027, 0.173, 0.328], [-0.195, 0.274, 0.030], [0.056, 1.013, 0.565], [-0.498, -0.614, -0.495], [-0.088, -0.960, -0.122], [0.026, 0.163, 0.110], [0.002, -0.264, 0.064], [-0.237, -0.032, -0.274], [0.220, 0.045, 0.323], [0.162, 0.191, -0.153], [-0.166, -0.297, 0.084], [0.026, -0.210, -0.143], [-0.184, -0.103, -0.256], [0.152, -0.207, 0.198], [-0.169, 0.245, 0.201], [0.083, 0.004, -0.088], [-0.247, 0.202, -0.169], [-0.159, -0.159, 0.020], [0.002, 0.025, -0.129], [-0.141, -0.127, -0.012], [-0.046, -0.079, 0.385], [0.128, -0.111, -0.012], [0.028, 0.281, 0.041], [-0.227, 0.145, 0.048], [0.059, -0.020, -0.167], [-0.019, -0.145, 0.297], [0.120, 0.195, 0.172], [0.039, -0.127, -0.256], [-0.151, -0.368, 0.153]]
}

***

Entry 3:
{
  "formula": "C5H14N2S",
  "method": "wB97M-V/def2-TZVPD",
  "homo_ev": -6.80,
  "gap_ev": 4.98,
  "total_charge": 0,
  "spin_multiplicity": 1,
  "relative_energy_kj_mol": 571.5,
  "energy_ev": -19221.374,
  "elements": ["N", "C", "C", "S", "C", "N", "C", "C", "H", "H", "H", "H", "H", "H", "H", "H", "H", "H", "H", "H", "H", "H"],
  "xyz": [[-2.21220, 0.69960, -0.33606], [-1.01582, 0.83560, 0.47261], [-0.77352, 0.08302, 1.66364], [-1.74170, -2.36319, -0.81816], [0.14575, -0.11806, 0.00185], [1.45525, 0.39247, 0.51281], [2.25705, 1.27165, -0.55042], [3.50610, 1.83785, 0.10470], [-1.96619, 0.87521, -1.33717], [-2.57989, -0.28752, -0.36969], [-0.57270, 1.92324, 0.50362], [-1.57829, -0.53092, 2.03132], [-0.07275, 0.42634, 2.41837], [-2.87846, -2.75307, -0.18028], [0.26770, 0.11470, -1.09222], [0.09652, -1.20299, 0.12032], [2.08750, -0.45244, 0.77452], [1.58315, 2.09373, -0.81805], [2.57294, 0.71679, -1.54277], [3.58645, 2.86545, 0.56516], [3.49842, 1.37492, 1.12661], [4.40398, 1.54280, -0.50077]],
  "forces_ev_per_a": [[0.928, 0.170, 0.015], [-1.540, 2.443, 0.228], [-2.174, 1.969, -0.657], [-0.724, -0.361, 0.288], [4.847, -0.190, -0.021], [2.655, -0.529, -1.233], [-0.918, -0.918, -0.049], [0.979, -0.579, 1.937], [-0.272, 0.027, 1.220], [0.719, 0.509, 0.234], [-0.715, -2.251, -0.330], [0.212, -1.210, -0.599], [0.591, -0.269, -0.767], [0.414, -0.039, -0.253], [-1.464, -0.634, 0.670], [-0.577, -0.109, -0.220], [-1.401, 1.965, -0.685], [-0.145, -0.350, -0.135], [-0.922, 0.714, 2.002], [-0.567, -0.395, -1.732], [0.699, -0.531, -0.917], [-0.627, 0.568, 1.004]]
}

***

Entry 4:
{
  "formula": "C13H6Cl3CoGeN2O13S2",
  "method": "wB97M-V/def2-TZVPD",
  "homo_ev": [-3.97, -3.97],
  "gap_ev": [7.37, 7.38],
  "total_charge": -2,
  "spin_multiplicity": 1,
  "relative_energy_kj_mol": 99.0,
  "energy_ev": -196559.184,
  "elements": ["Co", "O", "S", "O", "O", "C", "C", "C", "C", "C", "C", "S", "O", "O", "O", "H", "H", "H", "H", "O", "C", "O", "C", "C", "C", "C", "C", "C", "O", "N", "O", "O", "N", "O", "O", "H", "H", "Cl", "Ge", "Cl", "Cl"],
  "xyz": [[0.20727, 0.45212, -0.69296], [-2.26995, 1.80219, 2.53462], [-1.78908, 0.88243, 1.54413], [-1.42688, -0.44942, 2.01952], [-0.67225, 1.41903, 0.75554], [-3.15145, 0.55093, 0.41344], [-4.08040, -0.34585, 0.93614], [-5.22271, -0.69585, 0.23272], [-5.43962, -0.14844, -1.01775], [-4.50962, 0.72903, -1.55151], [-3.36488, 1.08764, -0.85240], [-2.21263, 2.14351, -1.75103], [-1.94496, 3.28811, -0.92102], [-2.85351, 2.40554, -3.01774], [-1.03280, 1.25405, -1.97025], [-3.88152, -0.78787, 1.90182], [-5.92021, -1.40453, 0.65857], [-6.31628, -0.41835, -1.59348], [-4.64237, 1.14184, -2.53945], [2.93367, -0.79194, -3.35116], [2.39806, -0.49816, -2.28924], [1.14209, -0.24430, -2.18148], [3.27579, -0.43101, -1.05559], [4.62300, -0.67537, -1.24549], [5.50506, -0.71497, -0.17856], [5.07216, -0.51002, 1.12876], [3.74163, -0.24396, 1.30282], [2.77495, -0.18575, 0.25328], [1.55270, 0.04892, 0.57078], [3.29627, 0.02366, 2.67757], [2.91255, 1.14041, 2.93566], [3.45158, -0.86792, 3.49210], [6.90958, -0.98609, -0.40960], [7.66045, -0.99018, 0.55702], [7.28427, -1.17422, -1.55589], [4.95610, -0.86504, -2.25541], [5.75085, -0.55880, 1.96660], [-1.89952, -3.11509, 0.90235], [-0.62130, -1.79360, -0.23037], [-1.54307, -2.05555, -2.17391], [1.17343, -2.95132, -0.15678]],
  "forces_ev_per_a": [[-0.133, -0.550, 0.725], [-0.069, 0.070, -0.049], [-0.030, -0.838, 0.288], [-0.230, 0.111, 0.199], [0.586, 0.414, -1.011], [-0.084, 0.009, 0.275], [-0.131, -0.027, 0.023], [0.202, 0.046, 0.127], [0.033, 0.076, -0.083], [-0.138, -0.059, -0.079], [0.115, 0.005, -0.212], [-0.262, 0.137, 0.239], [-0.012, 0.007, -0.115], [0.049, 0.050, -0.036], [0.464, -0.405, 0.283], [0.024, 0.005, 0.038], [-0.024, -0.029, 0.019], [-0.013, 0.008, -0.010], [0.003, 0.018, -0.050], [-0.134, 0.015, 0.076], [0.393, -0.051, -0.136], [-0.562, 0.374, 0.576], [0.014, 0.006, 0.120], [-0.196, -0.054, 0.032], [0.223, -0.040, 0.126], [-0.333, -0.038, -0.215], [-0.142, -0.001, -0.074], [0.197, -0.025, -0.003], [-0.173, 0.278, -0.454], [0.498, 0.078, -0.008], [-0.244, 0.078, 0.001], [-0.125, -0.119, 0.097], [-0.170, 0.222, -0.082], [0.108, -0.090, -0.004], [0.080, -0.067, 0.077], [0.020, 0.010, 0.018], [0.004, -0.003, -0.019], [-0.189, -0.068, 0.195], [0.102, 1.271, -0.597], [-0.234, -0.265, -0.297], [0.511, -0.560, 0.002]]
}